ORCA calculation (ωB97M-V/def2-TZVPD) on a 8-piece molecular cluster, C33H41N4O25P overall.

Computed properties:
2S+1: 1
Net charge: 0
Highest occupied orbital energy in eV: -8.9
SMILES string: CC(=O)N(C(C)=O)c1cccc2ncc(P(=N)(O)O)nc12.O=C1OCCO1.O=C1OCCO1.O=C1OCCO1.O=C1OCCO1.O=C1OCCO1.O=C1OCCO1.O=C1OCCO1
Orbital gap in eV: 7.750

Each line ends with the Löwdin charge.
Atoms and positions in Å:
C (-3.6664, -0.6300, 0.4766)  0.009
C (-3.4348, -0.7232, -1.0817)  -0.416
O (-3.5402, -1.8341, -1.5715)  0.085
N (-3.0651, 0.4437, -1.8995)  0.054
C (-4.1843, 1.3753, -2.0699)  -0.401
C (-5.7009, 0.9809, -2.0674)  0.010
O (-3.9003, 2.5518, -2.1818)  0.095
C (-2.5749, -0.0939, -3.1715)  -0.123
C (-3.4771, -0.3816, -4.2920)  0.027
C (-2.9212, -0.9703, -5.5565)  -0.035
C (-1.4977, -1.2383, -5.6318)  0.007
C (-0.5254, -0.9196, -4.5213)  -0.175
N (0.8132, -1.2322, -4.7471)  0.119
C (1.5404, -0.8776, -3.6515)  -0.080
C (1.0127, -0.2561, -2.3972)  -0.250
P (2.2153, 0.1991, -1.0396)  0.596
N (2.5905, 1.7127, -1.2535)  -0.183
O (3.6260, -0.7065, -1.1559)  -0.198
O (1.5644, -0.1108, 0.4620)  -0.171
N (-0.3073, -0.0020, -2.1888)  0.137
C (-1.0887, -0.3419, -3.2848)  -0.111
H (-3.7069, -1.6811, 0.8887)  0.091
H (-2.8127, -0.1211, 0.9971)  0.087
H (-4.6626, -0.1557, 0.6820)  0.080
H (-5.9417, 0.1614, -1.3317)  0.084
H (-6.1007, 0.6832, -3.0707)  0.084
H (-6.2875, 1.8858, -1.7369)  0.095
H (-4.5732, -0.1798, -4.2512)  0.095
H (-3.5827, -1.2156, -6.4250)  0.107
H (-1.0851, -1.7108, -6.5662)  0.104
H (2.6511, -1.0627, -3.7011)  0.114
H (3.6000, 1.7983, -1.4295)  -0.013
H (3.9709, -0.8870, -0.2578)  0.075
H (1.6441, -1.0858, 0.5835)  0.056
O (-5.4221, 8.6176, -0.0192)  0.153
C (-4.9059, 7.5889, -0.3336)  -0.550
O (-4.0575, 7.4477, -1.3866)  0.056
C (-3.4828, 6.1452, -1.2956)  -0.120
C (-4.4989, 5.3904, -0.4897)  -0.135
O (-5.0915, 6.4091, 0.3128)  0.067
H (-3.3313, 5.7155, -2.2848)  0.136
H (-2.5169, 6.2196, -0.7899)  0.138
H (-5.2729, 4.9353, -1.1124)  0.128
H (-4.0476, 4.6193, 0.1332)  0.134
O (-4.7614, 13.2289, -4.5320)  0.156
C (-4.8239, 12.5562, -3.5508)  -0.560
O (-5.8998, 11.8001, -3.2043)  0.061
C (-5.5039, 10.9789, -2.1072)  -0.139
C (-4.3610, 11.7463, -1.5094)  -0.128
O (-3.8269, 12.4453, -2.6308)  0.060
H (-6.3265, 10.8430, -1.4073)  0.129
H (-5.1979, 10.0021, -2.4886)  0.125
H (-4.6896, 12.4742, -0.7628)  0.135
H (-3.6106, 11.0956, -1.0623)  0.132
O (3.0698, -1.6179, 3.3866)  0.153
C (2.0394, -2.2177, 3.4061)  -0.551
O (1.5695, -2.9701, 2.3707)  0.043
C (0.4445, -3.6994, 2.8578)  -0.125
C (-0.0196, -2.8650, 4.0166)  -0.113
O (1.1842, -2.2387, 4.4584)  0.079
H (-0.3165, -3.8009, 2.0852)  0.137
H (0.7742, -4.6950, 3.1638)  0.129
H (-0.7313, -2.0915, 3.7178)  0.138
H (-0.4622, -3.4638, 4.8113)  0.133
O (-0.6549, -4.4838, -8.8103)  0.163
C (0.2786, -4.5324, -8.0733)  -0.556
O (1.1625, -5.5652, -8.0175)  0.063
C (2.2454, -5.1507, -7.1900)  -0.130
C (1.6246, -4.0813, -6.3361)  -0.146
O (0.5989, -3.5613, -7.1758)  0.037
H (2.6273, -5.9855, -6.6029)  0.134
H (3.0481, -4.7668, -7.8250)  0.135
H (1.1678, -4.4821, -5.4274)  0.134
H (2.3332, -3.3014, -6.0609)  0.122
O (7.3676, -5.7597, 4.1171)  0.154
C (6.9665, -4.6460, 3.9786)  -0.560
O (6.8341, -3.7454, 4.9900)  0.064
C (6.5497, -2.4801, 4.3961)  -0.125
C (5.9576, -2.8592, 3.0705)  -0.126
O (6.5804, -4.1116, 2.7887)  0.060
H (5.8594, -1.9068, 5.0133)  0.129
H (7.4826, -1.9200, 4.2941)  0.132
H (4.8783, -3.0054, 3.1212)  0.105
H (6.1792, -2.1308, 2.2909)  0.136
O (5.3989, 1.2376, 5.5502)  0.170
C (6.3250, 1.1772, 6.2939)  -0.554
O (7.2053, 0.1387, 6.3417)  0.042
C (8.2833, 0.5376, 7.1831)  -0.127
C (7.6598, 1.5978, 8.0466)  -0.130
O (6.6427, 2.1341, 7.2070)  0.066
H (8.6572, -0.3066, 7.7618)  0.136
H (9.0927, 0.9266, 6.5598)  0.135
H (7.1949, 1.1857, 8.9460)  0.135
H (8.3705, 2.3705, 8.3382)  0.135
O (-2.7746, -5.3320, 4.3094)  0.159
C (-2.2720, -6.3644, 3.9910)  -0.555
O (-1.3983, -6.5035, 2.9568)  0.042
C (-0.8521, -7.8179, 3.0404)  -0.126
C (-1.9036, -8.5683, 3.8075)  -0.124
O (-2.4960, -7.5515, 4.6108)  0.071
H (-0.6830, -8.2322, 2.0470)  0.137
H (0.1019, -7.7713, 3.5723)  0.135
H (-2.6705, -8.9974, 3.1577)  0.137
H (-1.4835, -9.3587, 4.4284)  0.137

ORCA calculation (ωB97M-V/def2-TZVPD) on C34H30FN9O3Ru as an isolated structure.

Computed properties:
2S+1: 2
⟨S²⟩: 1.108
Net charge: +3
Highest occupied orbital energy (alpha / beta) in eV: -15.3 / -14.4
Orbital gap (alpha / beta) in eV: 7.073 / 1.880

Each line ends with the Löwdin charge.
Atoms and positions in Å:
Ru (0.7420, 3.8339, -1.6572)  1.319
C (-2.1658, 7.4575, -1.3683)  -0.053
C (-1.0314, 6.7107, -1.7205)  -0.056
N (-0.5909, 5.7718, -0.9127)  0.063
C (-1.2443, 5.4916, 0.2248)  -0.194
C (-2.4066, 6.2134, 0.5288)  -0.032
N (-2.8097, 7.1705, -0.2655)  0.117
C (-0.6211, 4.4664, 1.0693)  -0.183
C (-1.1165, 3.9427, 2.2582)  0.091
C (-0.3489, 3.0203, 2.9722)  -0.103
C (0.9308, 2.6985, 2.4867)  0.082
C (1.3350, 3.2119, 1.2610)  -0.165
N (0.5464, 4.0493, 0.5897)  0.082
C (2.5889, 2.9344, 0.5286)  -0.192
C (3.5661, 2.0115, 0.8964)  -0.043
N (4.5839, 1.7504, 0.1008)  0.116
C (4.7212, 2.4105, -1.0253)  -0.063
C (3.7772, 3.3778, -1.4015)  -0.065
N (2.7239, 3.6017, -0.6362)  -0.012
C (-0.8950, 2.3780, 4.1815)  -0.119
C (-1.9766, 2.9273, 4.8774)  0.052
C (-2.4963, 2.2338, 5.9642)  -0.033
N (-1.9703, 1.1033, 6.3588)  0.225
C (-0.9406, 0.5657, 5.7562)  -0.043
C (-0.3722, 1.1642, 4.6396)  0.039
H (-2.5389, 8.2676, -1.9799)  0.129
H (-0.4748, 6.9125, -2.6291)  0.124
H (-3.0011, 6.0122, 1.4077)  0.126
H (-2.0958, 4.2301, 2.5966)  0.120
H (1.5986, 2.0773, 3.0600)  0.118
H (3.5158, 1.4535, 1.8201)  0.124
H (5.5733, 2.1682, -1.6437)  0.127
H (3.8785, 3.9652, -2.3113)  0.127
H (-2.4136, 3.8760, 4.6112)  0.129
H (-3.3498, 2.5993, 6.5170)  0.153
H (-0.5595, -0.3596, 6.1645)  0.147
H (0.4470, 0.6736, 4.1388)  0.123
C (-3.3649, -2.4398, 0.1060)  -0.048
C (-3.0605, -2.1009, -1.3506)  -0.174
N (-1.8866, -1.2475, -1.4791)  -0.023
C (-2.1065, 0.0780, -1.5097)  0.049
C (-1.1108, 1.0050, -1.5422)  -0.022
C (-1.4029, 2.5028, -1.6001)  -0.624
O (-2.0583, 3.0260, -0.7044)  0.073
O (-0.9179, 3.0907, -2.6253)  -0.102
C (0.2604, 0.6088, -1.4953)  -0.283
O (1.1949, 1.4404, -1.3772)  -0.031
C (0.4844, -0.8201, -1.5364)  -0.050
C (1.7850, -1.3346, -1.6076)  0.092
C (2.0181, -2.6807, -1.5951)  -0.176
F (3.3020, -3.0823, -1.6191)  0.079
C (0.9715, -3.6329, -1.5000)  -0.122
C (-0.3211, -3.1051, -1.4903)  0.064
C (-0.5977, -1.7319, -1.5026)  -0.110
N (1.1897, -4.9928, -1.4391)  -0.074
C (2.5089, -5.5878, -1.6417)  -0.115
C (2.4151, -7.1160, -1.6749)  -0.086
N (1.2074, -7.5165, -2.4388)  0.075
C (-0.0449, -7.0780, -1.7478)  -0.065
C (0.2618, -5.9033, -0.8075)  -0.124
H (-4.2089, -3.1220, 0.1388)  0.088
H (-3.6361, -1.5428, 0.6578)  0.082
H (-2.5178, -2.9079, 0.6014)  0.072
H (-3.9058, -1.5509, -1.7647)  0.131
H (-2.9351, -3.0027, -1.9506)  0.121
H (-3.1390, 0.3965, -1.5031)  0.161
H (2.6189, -0.6531, -1.6619)  0.138
H (-1.1502, -3.7888, -1.4911)  0.096
H (3.2190, -5.3141, -0.8517)  0.143
H (2.9173, -5.2257, -2.5899)  0.141
H (2.3542, -7.5438, -0.6716)  0.144
H (3.3078, -7.5205, -2.1555)  0.152
H (1.1968, -8.5332, -2.5832)  0.199
H (1.2593, -7.0753, -3.3658)  0.197
H (-0.4588, -7.9057, -1.1688)  0.147
H (-0.7729, -6.7842, -2.5044)  0.143
H (0.6849, -6.2757, 0.1331)  0.140
H (-0.6718, -5.4072, -0.5517)  0.123

ORCA calculation (ωB97M-V/def2-TZVPD) on C50H58N3O2SiTeY as an isolated structure.

Computed properties:
2S+1: 2
⟨S²⟩: 0.770
Net charge: +1
Highest occupied orbital energy (alpha / beta) in eV: -6.9 / -10.6
Orbital gap (alpha / beta) in eV: 4.623 / 8.302

Each line ends with the Löwdin charge.
Atoms and positions in Å:
Y (-0.3031, 0.6501, 0.2017)  1.546
C (-0.3482, 0.2992, 2.4959)  -0.378
Si (-1.5919, -1.0305, 2.8256)  0.566
C (-1.2444, -2.3462, 1.5076)  -0.223
N (-1.2124, -1.8346, 0.0977)  -0.232
C (-0.4265, -2.7532, -0.7630)  -0.195
C (-1.1165, -4.0869, -1.0203)  -0.149
C (-2.5817, -3.8868, -1.4800)  -0.161
C (-2.8907, -2.4055, -1.7016)  -0.169
C (-2.6025, -1.6339, -0.4246)  -0.172
C (-3.3330, -0.3265, 2.7523)  -0.256
C (-3.5618, 1.0166, 3.0729)  -0.143
C (-4.8517, 1.5318, 3.1793)  -0.089
C (-5.9446, 0.7066, 2.9515)  -0.075
C (-5.7439, -0.6375, 2.6482)  -0.069
C (-4.4538, -1.1452, 2.5643)  -0.095
C (-1.4917, -1.8358, 4.5100)  -0.238
C (-2.1721, -1.2685, 5.5954)  -0.087
C (-2.0714, -1.8155, 6.8685)  -0.079
C (-1.2924, -2.9479, 7.0797)  -0.083
C (-0.6130, -3.5278, 6.0163)  -0.084
C (-0.7118, -2.9735, 4.7458)  -0.095
H (0.6191, -0.0816, 2.8549)  -0.008
H (-0.5778, 1.1814, 3.1159)  -0.017
H (-1.9147, -3.2132, 1.5982)  0.099
H (-0.2361, -2.7111, 1.7416)  0.091
H (0.5466, -2.8970, -0.2974)  0.120
H (-0.2278, -2.2612, -1.7127)  0.094
H (-1.0752, -4.7075, -0.1239)  0.108
H (-0.5360, -4.6090, -1.7813)  0.116
H (-3.2676, -4.2662, -0.7174)  0.113
H (-2.7825, -4.4544, -2.3879)  0.111
H (-3.9417, -2.2538, -1.9546)  0.117
H (-2.3146, -2.0086, -2.5457)  0.107
H (-3.3137, -1.9536, 0.3328)  0.101
H (-2.7943, -0.5758, -0.5897)  0.079
H (-2.7166, 1.6646, 3.2898)  0.063
H (-5.0005, 2.5710, 3.4574)  0.101
H (-6.9520, 1.1035, 3.0279)  0.108
H (-6.5951, -1.2920, 2.4963)  0.108
H (-4.3211, -2.2086, 2.3735)  0.107
H (-2.7976, -0.3921, 5.4457)  0.098
H (-2.6070, -1.3623, 7.6954)  0.105
H (-1.2174, -3.3787, 8.0716)  0.105
H (-0.0062, -4.4125, 6.1770)  0.105
H (-0.1664, -3.4420, 3.9282)  0.094
O (-0.0535, 0.2111, -2.3815)  -0.151
C (1.3772, 0.2084, -2.6974)  -0.172
C (2.1373, -0.5427, -1.6900)  -0.345
C (3.0342, -1.5232, -2.0257)  -0.061
C (3.7919, -2.1578, -1.0328)  -0.096
C (3.5938, -1.7331, 0.3075)  -0.106
C (2.6680, -0.7781, 0.5924)  -0.186
N (1.8735, -0.1611, -0.3722)  -0.092
H (-0.4456, -0.5985, -2.7200)  0.068
H (1.6565, 1.2651, -2.6784)  0.122
H (1.5514, -0.1794, -3.6970)  0.125
H (3.1545, -1.7902, -3.0702)  0.112
H (4.5113, -2.9267, -1.2818)  0.091
H (4.1761, -2.1581, 1.1165)  0.100
H (2.5175, -0.4509, 1.6140)  0.083
C (-6.0723, 7.8774, 4.3805)  -0.034
C (-5.2868, 6.9046, 3.5388)  -0.244
C (-3.9030, 6.8927, 3.5445)  -0.009
C (-3.1833, 5.9842, 2.7837)  -0.297
C (-1.6676, 6.0448, 2.8917)  -0.080
C (-3.8705, 5.0621, 1.9563)  -0.301
Te (-2.4712, 3.7307, 1.0450)  1.877
N (-3.7490, 2.6293, -0.0050)  -0.164
C (-3.0874, 1.9048, -0.8685)  -0.588
O (-1.7773, 1.8823, -0.9326)  -0.295
C (-3.8829, 1.1596, -1.8874)  -0.184
C (-5.1784, 0.7321, -1.6031)  -0.026
C (-5.9182, 0.0950, -2.5868)  -0.066
C (-5.3757, -0.0999, -3.8556)  -0.073
C (-4.0848, 0.3268, -4.1373)  -0.066
C (-3.3311, 0.9524, -3.1505)  -0.023
C (-1.6875, 5.0314, -0.4298)  -0.311
C (-0.2928, 5.1464, -0.4800)  -0.304
C (0.6802, 4.4027, 0.4176)  -0.072
C (0.2626, 5.9998, -1.4244)  -0.007
C (-0.5200, 6.7174, -2.3115)  -0.242
C (0.0970, 7.6297, -3.3359)  -0.035
C (-1.9037, 6.5683, -2.2401)  0.001
C (-2.5209, 5.7405, -1.3132)  -0.252
C (-4.0361, 5.7130, -1.2896)  -0.039
C (-5.2802, 5.0485, 1.9268)  -0.276
C (-6.1911, 4.1736, 1.0892)  -0.058
C (-5.9374, 5.9816, 2.7286)  -0.009
H (-5.4186, 8.5440, 4.9432)  0.079
H (-6.7062, 7.3430, 5.0902)  0.089
H (-6.7255, 8.4859, 3.7538)  0.088
H (-3.3623, 7.6060, 4.1611)  0.123
H (-1.3631, 6.8954, 3.4994)  0.088
H (-1.1921, 6.1696, 1.9147)  0.058
H (-1.2552, 5.1507, 3.3742)  0.080
H (-5.5845, 0.8850, -0.6070)  0.113
H (-6.9224, -0.2508, -2.3697)  0.110
H (-5.9656, -0.5827, -4.6273)  0.110
H (-3.6654, 0.1705, -5.1245)  0.110
H (-2.3159, 1.2875, -3.3425)  0.113
H (0.2132, 3.6658, 1.0648)  0.000
H (1.2130, 5.0959, 1.0703)  0.098
H (1.4323, 3.8876, -0.1827)  0.087
H (1.3446, 6.0958, -1.4656)  0.129
H (1.1817, 7.6672, -3.2394)  0.079
H (-0.2925, 8.6444, -3.2327)  0.089
H (-0.1449, 7.2908, -4.3462)  0.090
H (-2.5334, 7.1206, -2.9326)  0.130
H (-4.4282, 5.9341, -2.2821)  0.090
H (-4.4122, 6.4809, -0.6065)  0.097
H (-4.4424, 4.7551, -0.9773)  0.040
H (-5.7366, 3.2439, 0.7685)  0.029
H (-6.5023, 4.7256, 0.1963)  0.089
H (-7.0953, 3.9491, 1.6571)  0.084
H (-7.0245, 5.9779, 2.7125)  0.130

| no. | E (eV) |
| --- | --- |
| 1 | -101321.541 |
| 2 | -60570.234 |
| 3 | -77566.667 |